Record 1
Here is 4 unconnected molecules or ions with the total composition C2H12NO3 in a non-equilibrium geometry from the Open Molecules 2025 dataset. Energies are from the ωB97M-V functional and the def2-TZVPD basis.

## Properties
**Frontier orbital gap**: 10.7 eV
**Strongest force on any atom**: 1.5 eV Å⁻¹
**HOMO**: -15.1 eV
**M**: 98.1 g/mol
**Energy relative to the best compared isomer or geometry (same formula, charge and spin)**: 102.09 kJ/mol

```
! RIJCOSX wB97M-V def2-TZVPD def2/J DEFGRID3
* xyz 1 1
O 3.4783 -2.3221 -0.6202
O -3.4313 1.2930 -1.2140
O -1.9718 0.5244 1.1379
N 0.6916 0.4035 0.6330
C 0.4398 0.6740 -0.7843
C 1.3319 -0.4886 1.2784
H -4.3384 1.0557 -1.4282
H 0.9215 -0.0920 -1.3924
H 0.8826 1.6470 -0.9875
H -0.6301 0.6598 -0.9565
H -3.3200 2.1736 -1.5418
H 1.7437 -1.3308 0.7248
H 3.8280 -3.1518 -0.9518
H 4.0905 -1.7125 -1.0344
H -2.6646 0.6653 0.4762
H 1.3841 -0.2792 2.3393
H -2.2148 -0.2098 1.7041
H 0.0099 0.9463 1.1833
*
```

---

Record 2
Here is a single C6H8 molecule in a non-equilibrium geometry from the Open Molecules 2025 dataset. Energies are from the ωB97M-V functional and the def2-TZVPD basis.

## Properties
**Frontier orbital gap**: 7.6 eV
**Strongest force on any atom**: 3.0 eV Å⁻¹
**HOMO**: -7.9 eV
**M**: 80.1 g/mol
**Energy relative to the best compared isomer or geometry (same formula, charge and spin)**: 413.43 kJ/mol

```
! RIJCOSX wB97M-V def2-TZVPD def2/J DEFGRID3
* xyz 0 1
C -1.3900 -0.5092 0.5958
C -0.4360 -1.5909 0.7248
C 0.3097 0.1763 -0.7827
C 0.6207 -1.2530 -0.3142
C 0.7829 1.0825 0.3979
C -1.1027 0.3618 -0.4238
H 0.5955 -2.0067 -1.1139
H -2.2686 -0.4235 1.2231
H 0.6612 0.4754 -1.7733
H -1.6750 1.2280 -0.7616
H 0.1132 1.8497 0.7895
H 1.6173 -1.3291 0.1425
H 0.4793 0.3028 1.2285
H 1.6923 1.6358 0.0674
*
```

---

Record 3
Here is a gas-phase ion, C4H3N2O (charge -1) in a non-equilibrium geometry from the Open Molecules 2025 dataset. Energies are from the ωB97M-V functional and the def2-TZVPD basis.

## Properties
**Frontier orbital gap**: 6.6 eV
**Strongest force on any atom**: 9.5 eV Å⁻¹
**HOMO**: -2.6 eV
**M**: 95.1 g/mol
**Energy relative to the best compared isomer or geometry (same formula, charge and spin)**: 480.06 kJ/mol

```
! RIJCOSX wB97M-V def2-TZVPD def2/J DEFGRID3
* xyz -1 1
O 1.8143 -2.5373 0.0370
N 0.4921 -0.9594 1.8104
N 0.4599 0.3979 1.4390
C -0.8420 0.5702 0.6407
C -0.1688 1.0810 -2.3390
C -0.5474 0.8564 -0.9808
C 1.1222 -1.6122 0.7540
H -1.4764 1.4653 1.1108
H -1.4270 -0.4587 0.7953
H 0.5732 1.1968 -3.2672
*
```

---

Record 4
Here is 10 unconnected molecules or ions with the total composition C41H80ClN2O13PS2 in a non-equilibrium geometry from the Open Molecules 2025 dataset. Energies are from the ωB97M-V functional and the def2-TZVPD basis.

## Properties
**Frontier orbital gap**: 9.1 eV
**Strongest force on any atom**: 1.3 eV Å⁻¹
**SMILES string**: CCCOC[C@@H]1[C@H](CC)[C@](C[C@H](C)Cl)(N=C=S)[C@H]([PH2]=N)OS1(=O)=O.CC(C)=O.CC(C)=O.CC(C)=O.CC(C)=O.CC(C)=O.CC(C)=O.CC(C)=O.CC(C)=O.CC(C)=O
**HOMO**: -8.7 eV
**M**: 939.7 g/mol

```
! RIJCOSX wB97M-V def2-TZVPD def2/J DEFGRID3
* xyz 0 1
Cl 0.8636 0.0940 4.5195
S 1.7790 0.8755 0.7794
S -3.0340 -3.4816 2.4980
P -1.9507 -0.8805 -0.5173
O -4.0782 -3.5224 5.4515
O -2.9498 -2.4940 1.2499
O -1.2246 -7.2355 -5.4644
O -4.3998 -3.8802 2.5553
O 4.4637 3.3025 -1.2498
O -2.0458 -4.5128 2.3759
O 2.7430 4.8828 -6.4128
O 7.0616 0.5360 2.6256
O 8.3783 5.0417 1.6110
O -5.9476 2.3548 1.9507
O -2.7061 3.9782 3.4713
O 1.2815 0.0977 -6.8305
O -0.7842 -2.6748 -2.9559
N -2.9597 0.3240 -0.4162
N -0.6906 0.2376 1.8583
C -1.6845 -7.6594 -7.7571
C -3.4179 4.7681 2.8980
C 0.1412 -1.9810 2.6992
C -1.6688 -1.8831 1.0170
C -3.8419 -4.5811 7.6122
C -3.4751 -3.9718 8.9696
C 4.8809 1.3890 3.0602
C 10.2989 6.4358 1.7634
C 9.3786 5.1087 3.7658
C -1.1143 -4.9162 -2.2360
C -4.8625 4.9446 3.2732
C -0.3113 1.4587 -7.9540
C 3.0348 2.6534 -7.1686
C -2.6224 -2.3824 3.8707
C -2.1440 -1.0115 3.3439
C 0.2646 0.7479 -6.7528
C -3.0094 -8.7598 -5.8469
C -7.1484 0.4880 1.0989
C -5.5287 1.8731 -0.3385
C -0.4839 0.8880 -5.4507
C 4.6637 4.5577 -7.7733
C -0.6807 -4.3108 -4.6858
C -3.1403 -3.8501 6.4672
C 6.4561 2.4838 1.3828
C -1.0679 -1.1470 2.2526
C 1.0050 -1.5827 3.9216
C -6.1873 1.6469 0.9993
C -3.3016 -0.1046 2.9063
C 6.2327 1.3855 2.3857
C 3.1873 3.0012 -3.2292
C -3.7400 0.8990 3.9878
C 3.4138 4.1080 -7.0550
C 9.2600 5.4836 2.3076
C -0.8515 -3.8457 -3.2667
C -3.8312 -2.2981 4.7980
C 0.8040 -2.5130 5.1167
C 4.4405 3.3304 -2.4574
C -2.9056 5.5941 1.7410
C -1.9035 -7.8251 -6.2728
C 5.6626 3.6967 -3.2649
C 0.3887 0.5220 1.4094
H -1.2222 -4.4677 -1.2505
H 2.1303 2.4783 -6.6021
H -2.5897 -7.2730 -8.2279
H -3.0055 6.6570 1.9663
H 2.8626 2.3862 -8.2118
H -1.8587 5.3617 1.5629
H -2.0279 -5.4569 -2.4853
H 6.4915 3.9107 -2.5948
H 2.8854 3.8576 -3.8361
H -2.4089 -4.1155 9.1365
H 8.5793 4.4216 4.0311
H -3.0631 -8.7905 -4.7619
H 10.2642 7.3797 2.3094
H -4.0027 -4.4727 9.7753
H -1.3169 1.0898 -8.1605
H 5.9358 2.8700 -3.9234
H 4.8166 5.6208 -7.6057
H -3.6887 -2.9069 8.9792
H -4.8034 1.1055 3.9120
H -4.9503 0.9927 -0.6242
H 4.1083 1.2988 2.2964
H 2.0429 -1.6990 3.6254
H 0.7495 -3.5505 4.7999
H -0.3633 2.5325 -7.7639
H -2.4894 1.1891 -0.6540
H 10.1036 6.6232 0.7108
H -4.8607 2.7283 -0.2757
H -0.5424 1.9407 -5.1659
H 3.3615 2.1430 -3.8818
H -3.5239 0.5591 4.9979
H 0.3197 1.2787 -8.8210
H -6.2861 2.0611 -1.1019
H -3.4820 5.3724 0.8414
H -1.5790 -4.8266 -5.0160
H -5.0694 5.9781 3.5604
H -6.6334 -0.4444 0.8622
H -3.9654 -8.4159 -6.2449
H -5.4783 4.6764 2.4175
H -2.3871 -4.5182 6.0392
H 0.8076 -2.1280 1.8500
H 5.4545 4.5775 -3.8753
H -2.4111 -1.8704 -1.3812
H 0.1572 -5.0023 -4.7536
H 1.6286 -2.3942 5.8144
H -0.9761 -2.6781 0.7311
H -0.8661 -6.9652 -7.9295
H 10.3399 4.6279 3.9518
H 4.7301 2.3156 3.6153
H 5.5290 4.0076 -7.4000
H -7.5473 0.4313 2.1086
H -4.9140 -4.5673 7.4484
H 5.6967 2.4131 0.6019
H -1.6829 -0.5379 4.2077
H -0.0926 -2.2311 5.6654
H -1.4409 -8.6218 -8.2094
H -4.1664 -0.6985 2.6210
H -0.2875 -5.6269 -2.2186
H -2.6327 -2.9548 6.8340
H 9.3085 6.0014 4.3894
H -4.7346 -2.0338 4.2617
H 6.3841 3.4588 1.8618
H -0.4927 -3.4560 -5.3312
H -1.4973 0.4972 -5.5551
H 0.0296 0.3329 -4.6696
H 11.2956 6.0059 1.8736
H -5.1079 4.2848 4.1005
H -1.8364 -2.8813 4.4266
H -3.2039 1.8370 3.8596
H 4.5675 4.3742 -8.8444
H 3.8290 2.0237 -6.7651
H 7.4422 2.3843 0.9374
H 4.8050 0.5448 3.7427
H -2.8163 -9.7643 -6.2257
H -3.0273 0.4738 2.0339
H 2.3889 2.7589 -2.5317
H -0.6692 -0.5151 -0.9456
H -7.9703 0.6214 0.3939
H -3.5165 -5.6186 7.6276
H -0.2505 -2.9742 2.9058
H -3.6444 -1.5271 5.5479
*
```

---

Record 5
Here is a molecular structure, C6H6 from the Open Molecules 2025 dataset. Energies are from the ωB97M-V functional and the def2-TZVPD basis.

## Properties
**Frontier orbital gap (alpha / beta)**: 7.5 / 6.6 eV
**Strongest force on any atom**: 0.7 eV Å⁻¹
**HOMO (alpha / beta)**: -8.3 / -7.5 eV
**M**: 78.1 g/mol
**Energy relative to the best compared isomer or geometry (same formula, charge and spin)**: 735.08 kJ/mol

```
! RIJCOSX wB97M-V def2-TZVPD def2/J DEFGRID3
* xyz 0 1
C 0.1708 -0.6064 -1.7105
C 0.6132 0.1042 -0.4760
C 0.0729 -0.0540 1.3505
C -0.2386 0.9476 0.2554
C -1.2189 1.8414 0.1602
C 0.2197 -0.6971 2.3695
H 0.7632 -0.1640 -2.5256
H 0.3532 -1.1821 3.3125
H -0.8861 -0.4210 -1.9076
H -1.9843 1.8034 0.9424
H 1.6521 -0.0117 -0.1736
H 0.3751 -1.6812 -1.7103
*
```

---

What is the strongest force on any atom in the third record? 9.5 eV Å⁻¹

---

Look up the strongest force on any atom of the second one. 3.0 eV Å⁻¹

---

strongest force on any atom of number 4 (C41H80ClN2O13PS2)? 1.3 eV Å⁻¹

---

Among the records above, which one has the lowest M? C6H6